The following is a quantum chemistry calculation of C30H50IrOP4 as an isolated structure at a distorted geometry, from OMol25.

For the gap between HOMO and LUMO (spin up / spin down), the calculation gives 7.20 / 4.49 eV. As for the HOMO energy (spin up / spin down): -14.966 / -16.501 eV. The calculation puts the max |F| at 4.0 eV/A. Its electronic energy is -2717.031179 Eh. The calculation puts the energy relative to the best compared isomer or geometry (same formula, charge and spin) at 34.8 kcal/mol. As for the expectation value of S²: 6.029.

Structure (ORCA input):
```
! RIJCOSX wB97M-V def2-TZVPD def2/J DEFGRID3
* xyz 3 5
Ir -0.205 0.149 -0.314
P -1.563 -0.306 -1.946
P -0.320 -2.107 0.689
P 1.143 2.007 -1.111
H 2.649 -2.500 0.268
C 3.009 -1.482 0.364
C 2.443 -0.574 1.162
H 1.674 -0.746 1.936
C -1.256 -1.548 -3.219
C -3.071 -0.996 -1.215
C -2.044 1.169 -2.859
C 0.669 -2.920 2.024
C -1.927 -2.088 1.583
C -0.518 -3.534 -0.448
C 2.373 2.656 0.110
C -0.036 3.407 -1.359
C 2.123 2.159 -2.661
H 3.786 -1.159 -0.326
H 2.738 0.471 1.036
H -0.776 -1.018 -4.051
H -2.200 -1.945 -3.597
H -0.700 -2.431 -2.869
H -3.842 -0.829 -1.978
H -3.327 -0.479 -0.287
H -2.968 -2.062 -0.986
H -2.735 0.837 -3.644
H -1.174 1.664 -3.313
H -2.546 1.903 -2.218
H 0.276 -3.928 2.209
H 0.598 -2.382 2.973
H 1.724 -3.020 1.783
H -2.636 -2.749 1.088
H -2.353 -1.085 1.587
H -1.834 -2.424 2.619
H -0.575 -4.463 0.132
H 0.353 -3.629 -1.102
H -1.429 -3.478 -1.049
H 2.371 3.753 0.099
H 3.374 2.310 -0.173
H 2.204 2.339 1.144
H 0.034 3.742 -2.403
H 0.231 4.232 -0.689
H -1.065 3.102 -1.142
H 2.461 3.202 -2.750
H 1.515 1.913 -3.541
H 3.012 1.514 -2.661
C 2.271 -1.234 -3.271
C 1.549 -2.049 -4.163
C 1.998 -2.322 -5.452
C 3.250 -1.865 -5.853
C 4.013 -1.116 -4.953
C 3.566 -0.844 -3.661
O 1.870 -0.687 -2.080
H 0.994 -0.935 -1.531
H 0.612 -2.491 -3.883
H 1.327 -2.908 -6.092
H 3.621 -2.080 -6.853
H 4.985 -0.739 -5.254
H 4.170 -0.326 -2.907
C -0.610 3.070 1.715
P -0.631 1.244 1.644
C 0.303 0.893 3.196
C 1.341 1.744 3.629
C 2.111 1.392 4.738
C 1.839 0.214 5.445
C 0.750 -0.582 5.076
C -0.029 -0.230 3.972
C -2.394 1.152 2.184
C -2.759 1.074 3.537
C -4.106 0.910 3.863
C -5.083 0.975 2.864
C -4.723 1.239 1.541
C -3.374 1.379 1.206
H 0.355 3.525 1.479
H -0.870 3.347 2.747
H -1.362 3.454 1.015
H 1.547 2.688 3.118
H 2.914 2.063 5.055
H 2.431 -0.046 6.322
H 0.474 -1.457 5.665
H -0.918 -0.817 3.724
H -2.009 1.112 4.330
H -4.374 0.746 4.908
H -6.136 0.890 3.140
H -5.483 1.348 0.768
H -3.096 1.621 0.177
*
```

The following is a quantum chemistry calculation of a 4-piece molecular cluster, C30H51ClFN2O5S overall at a distorted geometry, from OMol25.

For the gap between HOMO and LUMO, the calculation gives 7.92 eV. As for the HOMO energy: -10.635 eV. The calculation puts the max |F| at 7.8 eV/A. Its electronic energy is -2616.824929 Eh. The calculation puts the energy relative to the best compared isomer or geometry (same formula, charge and spin) at 361.0 kcal/mol.

Structure (ORCA input):
```
! RIJCOSX wB97M-V def2-TZVPD def2/J DEFGRID3
* xyz 1 1
C 3.389 -0.541 4.574
C 1.850 -0.654 3.970
O 1.786 -1.095 2.568
C 2.151 -0.026 1.626
C 0.981 1.097 1.364
C -0.012 0.958 0.067
C -1.043 -0.315 0.003
C -0.379 -1.626 -0.792
C 0.307 -2.722 0.216
Cl 0.018 -4.509 -0.307
C -0.590 2.494 -0.077
F -0.129 2.851 -1.471
C -2.211 2.687 -0.226
C -3.089 2.260 1.091
C -2.973 2.898 2.597
C -3.882 2.389 3.905
C -5.010 1.201 3.686
C -5.162 0.595 2.171
C -6.310 -0.565 1.872
C -4.239 1.061 0.898
C 0.240 3.414 1.028
N 0.399 4.897 0.779
C -0.823 5.697 1.176
C 1.536 5.503 1.596
C 2.348 6.759 0.856
O 1.886 5.144 2.833
N 1.489 2.546 1.206
S 2.770 2.633 0.022
H 3.370 0.361 5.333
H 3.699 -1.495 5.213
H 4.203 -0.319 3.764
H 1.325 -1.510 4.616
H 1.231 0.324 4.186
H 3.179 0.426 1.961
H 2.354 -0.560 0.578
H 0.266 0.933 2.303
H 0.691 0.777 -0.850
H -2.061 -0.099 -0.539
H -1.313 -0.736 1.087
H 0.402 -1.303 -1.607
H -1.248 -2.188 -1.363
H 1.493 -2.594 0.197
H -0.004 -2.618 1.345
H -2.513 3.773 -0.619
H -2.551 1.953 -1.104
H -2.221 3.767 2.822
H -3.681 2.907 4.961
H -5.628 0.873 4.625
H -6.654 -1.068 2.876
H -5.920 -1.329 1.075
H -7.224 0.026 1.382
H -4.388 0.590 -0.188
H -0.179 3.410 2.145
H -1.848 5.234 0.854
H -0.707 6.760 0.646
H -0.876 5.907 2.326
H 1.489 7.477 0.444
H 2.919 7.358 1.685
H 3.005 6.416 -0.049
H 2.033 2.641 2.113
H 2.777 1.433 -0.708
C 2.741 -0.642 -2.950
C 3.880 -1.330 -2.247
O 4.289 -0.935 -1.156
C 4.498 -2.521 -2.929
H 2.394 0.200 -2.341
H 3.078 -0.258 -3.916
H 1.912 -1.340 -3.087
H 4.914 -2.221 -3.894
H 3.748 -3.303 -3.065
H 5.308 -2.916 -2.306
C 4.841 -1.656 -7.733
C 5.980 -2.344 -7.030
O 6.389 -1.949 -5.939
C 6.598 -3.535 -7.712
H 4.494 -0.814 -7.124
H 5.178 -1.272 -8.699
H 4.012 -2.354 -7.870
H 7.014 -3.235 -8.677
H 5.848 -4.317 -7.848
H 7.408 -3.930 -7.089
C -5.239 -5.081 1.629
C -6.630 -4.621 1.286
O -6.844 -3.479 0.882
C -7.750 -5.612 1.456
H -4.533 -4.261 1.458
H -5.192 -5.368 2.683
H -4.958 -5.923 0.992
H -7.815 -5.923 2.502
H -7.581 -6.478 0.811
H -8.697 -5.142 1.171
*
```

The following is a quantum chemistry calculation of a 8-piece molecular cluster, C30H51N2O21S2 overall at a distorted geometry, from OMol25.

For the gap between HOMO and LUMO, the calculation gives 7.50 eV. As for the HOMO energy: -11.869 eV. The calculation puts the max |F| at 2.1 eV/A. Its electronic energy is -3659.339054 Eh.

Structure (ORCA input):
```
! RIJCOSX wB97M-V def2-TZVPD def2/J DEFGRID3
* xyz 1 1
C 5.228 -5.993 -1.784
C 3.986 -5.779 -2.283
C 3.125 -6.801 -2.961
S 1.807 -7.008 -1.756
N 0.983 -8.468 -2.070
C 0.670 -8.640 -3.262
S 0.321 -9.033 -4.695
C 0.675 -5.632 -2.111
C -0.464 -5.583 -1.336
C -1.323 -4.517 -1.583
C -0.937 -3.609 -2.552
C 0.254 -3.752 -3.248
N 1.066 -4.790 -3.039
H 5.452 -5.702 -0.766
H 6.016 -6.395 -2.413
H 3.565 -4.785 -2.146
H 3.649 -7.742 -3.110
H 2.717 -6.415 -3.895
H -0.680 -6.318 -0.575
H -2.250 -4.409 -1.042
H -1.560 -2.753 -2.763
H 0.558 -3.021 -3.980
C 7.239 -0.746 0.039
O 7.071 -0.387 -1.336
C 6.244 -1.169 -2.018
O 5.648 -2.123 -1.580
O 6.183 -0.723 -3.269
C 5.323 -1.474 -4.128
H 7.933 -0.026 0.460
H 6.290 -0.687 0.570
H 7.658 -1.746 0.126
H 4.296 -1.444 -3.765
H 5.665 -2.505 -4.209
H 5.368 -1.006 -5.107
C 2.465 -2.315 -0.724
O 1.616 -1.637 0.203
C 0.554 -1.064 -0.364
O 0.281 -1.102 -1.538
O -0.151 -0.461 0.584
C -1.341 0.196 0.124
H 3.284 -2.752 -0.160
H 1.914 -3.110 -1.226
H 2.873 -1.621 -1.455
H -2.023 -0.522 -0.326
H -1.101 0.987 -0.584
H -1.814 0.637 0.996
C 7.133 1.817 -6.782
O 6.971 2.183 -8.152
C 6.139 1.392 -8.827
O 5.549 0.442 -8.376
O 6.072 1.830 -10.080
C 5.208 1.071 -10.929
H 7.826 2.527 -6.342
H 6.182 1.876 -6.255
H 7.551 0.816 -6.699
H 4.185 1.100 -10.560
H 5.551 0.041 -11.003
H 5.253 1.539 -11.907
C -5.682 -2.206 4.920
O -4.309 -2.018 5.278
C -3.533 -1.595 4.287
O -3.888 -1.373 3.154
O -2.294 -1.452 4.751
C -1.379 -0.942 3.783
H -6.187 -2.548 5.818
H -6.125 -1.268 4.591
H -5.776 -2.960 4.141
H -1.687 0.048 3.451
H -1.296 -1.616 2.932
H -0.413 -0.867 4.272
C -2.361 6.480 2.447
O -2.067 5.228 1.815
C -0.784 4.888 1.836
O 0.116 5.521 2.320
O -0.663 3.701 1.231
C 0.670 3.192 1.186
H -3.433 6.624 2.355
H -2.091 6.449 3.501
H -1.840 7.293 1.947
H 1.059 3.041 2.191
H 1.331 3.849 0.625
H 0.612 2.230 0.683
C -5.324 1.512 2.671
O -6.156 2.349 3.478
C -7.167 2.916 2.818
O -7.414 2.774 1.651
O -7.856 3.664 3.679
C -8.980 4.340 3.104
H -4.551 1.117 3.323
H -5.891 0.683 2.253
H -4.859 2.093 1.876
H -9.695 3.624 2.706
H -8.656 5.023 2.321
H -9.442 4.904 3.908
C -2.617 6.857 7.281
O -3.489 5.810 7.712
C -4.162 5.216 6.726
O -4.084 5.491 5.556
O -4.928 4.269 7.259
C -5.716 3.545 6.306
H -2.140 7.246 8.176
H -1.857 6.471 6.605
H -3.181 7.652 6.797
H -5.080 3.035 5.590
H -6.404 4.209 5.788
H -6.286 2.810 6.867
*
```

Question: Look up the electronic energy of the third one.
Answer: -3659.339054 Eh

Question: max |F| of number 3 (C30H51N2O21S2)?
Answer: 2.1 eV/A

Question: Among the records above, which one has the highest electronic energy?
Answer: C30H51ClFN2O5S

Question: The lowest electronic energy belongs to which entry?
Answer: C30H51N2O21S2